DFT (ωB97M-V with the def2-TZVPD basis set) results for a 8-piece molecular cluster, C48H103N7O10P overall at a distorted geometry.

Properties
Kohn-Sham gap ... 7.03 eV
Charge ... +1
Energy ... -91638.1757 eV
E_HOMO ... -10.45 eV
Largest force on an atom ... 2.08 eV Å⁻¹

Each atom is followed by the atoms it is bonded to, with distances in Å.
Positions of all 169 atoms, in Å:
1 P 2.214 3.601 -1.558  O8 1.589, C36 1.781, C41 1.806, C46 1.761
2 O 5.729 1.470 -3.182  C43 1.231
3 O -0.837 -2.778 4.928  C58 1.197
4 O 1.210 -1.917 4.593  C45 1.442, C58 1.362
5 O 3.659 -6.261 -2.602  C40 1.226
6 O 1.541 3.497 5.778  C39 1.223
7 O -9.050 -2.106 -0.301  C26 1.222
8 O 0.949 2.981 -0.821  P1 1.589, H167 0.968
9 O 5.966 -3.543 -2.762  C59 1.232
10 O 0.821 -8.666 -3.117  C62 1.222
11 O -5.539 0.820 -3.243  C52 1.225
12 N 1.269 -10.836 -3.442  C62 1.360, C66 1.448, H95 1.008
13 N -7.265 -0.478 -3.845  C38 1.451, C52 1.354, H89 1.008
14 N 1.577 4.452 7.808  C23 1.450, C39 1.355, H94 1.008
15 N 3.978 -5.064 -0.733  C40 1.354, C49 1.447, H166 1.010
16 N 7.287 0.046 -3.935  C43 1.350, C56 1.452, H155 1.008
17 N 6.904 -5.424 -3.529  C48 1.450, C59 1.348, H84 1.008
18 N -11.055 -1.299 0.302  C26 1.357, C31 1.450, H147 1.008
19 C 1.370 5.863 -0.281  C46 1.362, H75 1.089, H76 1.088
20 C -3.902 6.364 3.787  C60 1.533, H111 1.090, H123 1.089, H125 1.091
21 C 5.272 -4.271 -4.938  C59 1.505, H82 1.091, H135 1.090, H160 1.086
22 C -4.062 3.344 0.574  C53 1.536, C65 1.533, H114 1.096, H119 1.094
23 C 1.018 4.962 9.045  N14 1.450, H90 1.091, H113 1.091, H164 1.085
24 C 1.736 -5.947 -1.221  C40 1.509, H100 1.087, H118 1.091, H151 1.091
25 C -0.575 3.748 6.865  C39 1.512, H98 1.091, H99 1.086, H102 1.090
26 C -9.817 -1.774 0.591  O7 1.222, N18 1.357, C32 1.511
27 C -1.526 6.113 2.827  C60 1.533, C63 1.539, H83 1.095, H92 1.092
28 C 2.154 0.158 5.481  C34 1.525, C45 1.518, H91 1.093, H154 1.093
29 C -0.736 3.804 -3.224  C33 1.541, C44 1.526, H93 1.092, H145 1.092
30 C 5.969 -0.590 -1.977  C43 1.508, H71 1.091, H106 1.088, H132 1.091
31 C -12.088 -0.863 1.223  N18 1.450, H67 1.091, H79 1.091, H163 1.085
32 C -9.432 -1.877 2.048  C26 1.511, H69 1.091, H101 1.090, H112 1.085
33 C 0.583 4.485 -3.637  C29 1.541, C41 1.533, H87 1.092, H141 1.093
34 C 2.006 0.863 4.138  C28 1.525, C37 1.550, H140 1.088, H157 1.095
35 C -2.144 1.133 -1.707  C57 1.528, C64 1.547, H108 1.093, H133 1.097
36 C 3.716 2.659 -1.387  P1 1.781, C42 1.531, H105 1.092, H130 1.095
37 C 2.717 0.139 2.966  C34 1.550, C61 1.538, H107 1.091, H128 1.091
38 C -8.534 -1.162 -3.676  N13 1.451, H86 1.090, H115 1.092, H122 1.085
39 C 0.927 3.884 6.763  O6 1.223, N14 1.355, C25 1.512
40 C 3.193 -5.776 -1.577  O5 1.226, N15 1.354, C24 1.509
41 C 1.863 3.700 -3.327  P1 1.806, C33 1.533, H126 1.096, H153 1.091
42 C 4.139 2.284 0.036  C36 1.531, C54 1.528, H116 1.093, H165 1.093
43 C 6.310 0.391 -3.070  O2 1.231, N16 1.350, C30 1.508
44 C -0.787 2.307 -3.515  C29 1.526, C64 1.539, H70 1.094, H149 1.096
45 C 1.210 -1.008 5.713  O4 1.442, C28 1.518, H72 1.092, H129 1.091
46 C 2.415 5.202 -0.852  P1 1.761, C19 1.362, H136 1.088
47 C -7.300 0.567 -1.635  C52 1.510, H85 1.091, H88 1.087, H127 1.091
48 C 7.144 -6.503 -4.467  N17 1.450, H77 1.090, H152 1.091, H168 1.084
49 C 3.603 -4.430 0.513  N15 1.447, H110 1.085, H120 1.093, H138 1.091
50 C -1.897 4.756 0.653  C63 1.536, C65 1.535, H134 1.093, H142 1.095
51 C 3.110 -9.316 -2.853  C62 1.511, H97 1.090, H104 1.092, H117 1.091
52 C -6.622 0.323 -2.962  O11 1.225, N13 1.354, C47 1.510
53 C -3.902 2.840 -0.869  C22 1.536, C57 1.545, H74 1.091, H80 1.091
54 C 3.221 1.296 0.752  C42 1.528, C61 1.535, H156 1.097, H162 1.092
55 C -0.223 -2.165 2.695  C58 1.504, H121 1.085, H139 1.089, H150 1.091
56 C 8.068 -1.177 -3.958  N16 1.452, H78 1.085, H124 1.091, H137 1.091
57 C -3.415 1.374 -0.894  C35 1.528, C53 1.545, H73 1.087, H96 1.095
58 C -0.022 -2.321 4.178  O3 1.197, O4 1.362, C55 1.504
59 C 6.068 -4.375 -3.665  O9 1.232, N17 1.348, C21 1.505
60 C -2.451 6.860 3.793  C20 1.533, C27 1.533, H68 1.092, H109 1.093
61 C 3.697 1.032 2.187  C37 1.538, C54 1.535, H81 1.092, H131 1.093
62 C 1.649 -9.565 -3.145  O10 1.222, N12 1.360, C51 1.511
63 C -1.993 6.116 1.360  C27 1.539, C50 1.536, H143 1.092, H158 1.095
64 C -2.149 1.692 -3.149  C35 1.547, C44 1.539, H146 1.089, H148 1.089
65 C -2.740 3.642 1.289  C22 1.533, C50 1.535, H103 1.095, H161 1.090
66 C 2.096 -12.022 -3.522  N12 1.448, H144 1.085, H159 1.091, H169 1.091
67 H -12.346 0.181 1.038  C31 1.091
68 H -2.427 7.931 3.580  C60 1.092
69 H -9.456 -0.897 2.528  C32 1.091
70 H -0.537 2.143 -4.568  C44 1.094
71 H 6.836 -0.775 -1.342  C30 1.091
72 H 1.554 -1.565 6.587  C45 1.092
73 H -4.230 0.739 -1.232  C57 1.087
74 H -4.885 2.878 -1.340  C53 1.091
75 H 1.386 6.172 0.763  C19 1.089
76 H 0.475 6.141 -0.835  C19 1.088
77 H 6.887 -7.459 -4.011  C48 1.090
78 H 7.761 -1.839 -3.155  C56 1.085
79 H -12.988 -1.465 1.097  C31 1.091
80 H -3.230 3.496 -1.424  C53 1.091
81 H 4.692 0.587 2.122  C61 1.092
82 H 5.929 -4.192 -5.805  C21 1.091
83 H -0.562 6.630 2.874  C27 1.095
84 H 7.404 -5.438 -2.654  N17 1.008
85 H -8.267 1.050 -1.779  C47 1.091
86 H -8.399 -2.239 -3.772  C38 1.090
87 H 0.659 5.500 -3.240  C33 1.092
88 H -6.669 1.220 -1.037  C47 1.087
89 H -6.771 -0.598 -4.715  N13 1.008
90 H 1.245 6.023 9.155  C23 1.091
91 H 1.946 0.881 6.274  C28 1.093
92 H -1.343 5.098 3.187  C27 1.092
93 H -0.958 4.027 -2.178  C29 1.092
94 H 2.575 4.513 7.677  N14 1.008
95 H 0.283 -10.931 -3.625  N12 1.008
96 H -3.202 1.097 0.144  C57 1.095
97 H 3.235 -8.253 -2.646  C51 1.090
98 H -1.049 4.724 6.970  C25 1.091
99 H -0.935 3.277 5.955  C25 1.086
100 H 1.262 -6.543 -1.997  C24 1.087
101 H -10.104 -2.549 2.582  C32 1.090
102 H -0.853 3.127 7.717  C25 1.090
103 H -2.157 2.715 1.274  C65 1.095
104 H 3.430 -9.900 -1.988  C51 1.092
105 H 3.630 1.796 -2.050  C36 1.092
106 H 5.175 -0.162 -1.368  C30 1.088
107 H 3.288 -0.685 3.395  C37 1.091
108 H -1.993 0.054 -1.798  C35 1.093
109 H -2.040 6.728 4.798  C60 1.093
110 H 2.553 -4.602 0.725  C49 1.085
111 H -4.497 6.895 3.043  C20 1.090
112 H -8.423 -2.272 2.104  C32 1.085
113 H 1.440 4.431 9.899  C23 1.091
114 H -4.547 2.534 1.132  C22 1.096
115 H -9.243 -0.834 -4.439  C38 1.092
116 H 4.287 3.165 0.665  C42 1.093
117 H 3.730 -9.582 -3.711  C51 1.091
118 H 1.238 -4.978 -1.155  C24 1.091
119 H -4.759 4.185 0.633  C22 1.094
120 H 3.779 -3.353 0.457  C49 1.093
121 H -1.231 -2.461 2.426  C55 1.085
122 H -8.948 -0.961 -2.694  C38 1.085
123 H -4.387 6.521 4.750  C20 1.089
124 H 9.129 -0.947 -3.848  C56 1.091
125 H -3.954 5.300 3.551  C20 1.091
126 H 2.737 4.228 -3.726  C41 1.096
127 H -7.450 -0.374 -1.103  C47 1.091
128 H 1.986 -0.311 2.294  C37 1.091
129 H 0.197 -0.672 5.935  C45 1.091
130 H 4.491 3.290 -1.833  C36 1.095
131 H 3.795 2.008 2.670  C61 1.093
132 H 5.627 -1.539 -2.393  C30 1.091
133 H -1.295 1.538 -1.142  C35 1.097
134 H -2.203 4.913 -0.384  C50 1.093
135 H 4.626 -5.143 -5.048  C21 1.090
136 H 3.394 5.677 -0.870  C46 1.088
137 H 7.926 -1.696 -4.907  C56 1.091
138 H 4.195 -4.830 1.338  C49 1.091
139 H -0.027 -1.133 2.409  C55 1.089
140 H 2.433 1.860 4.229  C34 1.088
141 H 0.545 4.603 -4.723  C33 1.093
142 H -0.848 4.444 0.615  C50 1.095
143 H -3.016 6.486 1.258  C63 1.092
144 H 3.130 -11.778 -3.304  C66 1.085
145 H -1.517 4.253 -3.841  C29 1.092
146 H -2.947 2.419 -3.295  C64 1.089
147 H -11.253 -1.258 -0.685  N18 1.008
148 H -2.313 0.853 -3.824  C64 1.089
149 H -0.027 1.760 -2.945  C44 1.096
150 H 0.488 -2.814 2.181  C55 1.091
151 H 1.628 -6.466 -0.267  C24 1.091
152 H 8.197 -6.528 -4.754  C48 1.091
153 H 1.878 2.702 -3.766  C41 1.091
154 H 3.189 -0.164 5.626  C28 1.093
155 H 7.472 0.744 -4.639  N16 1.008
156 H 3.262 0.331 0.233  C54 1.097
157 H 0.944 1.006 3.913  C34 1.095
158 H -1.363 6.816 0.801  C63 1.095
159 H 2.044 -12.458 -4.522  C66 1.091
160 H 4.653 -3.381 -4.882  C21 1.086
161 H -2.941 3.866 2.336  C65 1.090
162 H 2.184 1.635 0.790  C54 1.092
163 H -11.748 -0.959 2.248  C31 1.085
164 H -0.059 4.835 9.057  C23 1.085
165 H 5.117 1.804 -0.051  C42 1.093
166 H 4.933 -4.969 -1.045  N15 1.010
167 H 0.923 2.014 -0.824  O8 0.968
168 H 6.542 -6.372 -5.359  C48 1.084
169 H 1.757 -12.773 -2.806  C66 1.091

Results of the Löwdin charge analysis, in e, for atoms 1 through 99:
1 P 0.8635
2 O -0.0038
3 O 0.1297
4 O -0.0302
5 O 0.0095
6 O 0.0174
7 O 0.0173
8 O -0.1536
9 O -0.0256
10 O 0.0248
11 O 0.0153
12 N 0.0039
13 N 0.0143
14 N 0.0117
15 N 0.0204
16 N 0.0216
17 N 0.0237
18 N 0.0099
19 C 0.0397
20 C -0.1036
21 C 0.0009
22 C -0.2053
23 C -0.0710
24 C 0.0022
25 C -0.0038
26 C -0.5441
27 C -0.2190
28 C -0.1740
29 C -0.2079
30 C 0.0051
31 C -0.0731
32 C -0.0077
33 C -0.2175
34 C -0.1882
35 C -0.1842
36 C -0.2629
37 C -0.1860
38 C -0.0696
39 C -0.5427
40 C -0.5218
41 C -0.2488
42 C -0.2224
43 C -0.5252
44 C -0.2143
45 C -0.1639
46 C -0.2083
47 C 0.0030
48 C -0.0606
49 C -0.0707
50 C -0.2100
51 C -0.0042
52 C -0.5352
53 C -0.1928
54 C -0.2230
55 C 0.0274
56 C -0.0627
57 C -0.1960
58 C -0.5324
59 C -0.5463
60 C -0.2547
61 C -0.1909
62 C -0.5366
63 C -0.1991
64 C -0.1804
65 C -0.1914
66 C -0.0807
67 H 0.0842
68 H 0.1070
69 H 0.0849
70 H 0.1204
71 H 0.0980
72 H 0.1266
73 H 0.0854
74 H 0.0998
75 H 0.0856
76 H 0.0755
77 H 0.0867
78 H 0.0600
79 H 0.0854
80 H 0.0826
81 H 0.1150
82 H 0.0858
83 H 0.0995
84 H 0.1423
85 H 0.0909
86 H 0.0879
87 H 0.1017
88 H 0.0668
89 H 0.1387
90 H 0.0851
91 H 0.1046
92 H 0.1039
93 H 0.0827
94 H 0.1408
95 H 0.1379
96 H 0.0994
97 H 0.0405
98 H 0.0804
99 H 0.0786